A structure of composition C5H4Br4 in a non-equilibrium geometry. Source: the Open Molecules 2025 dataset; level of theory: wB97M-V/def2-TZVPD.

Summary:
2S+1 ... 1
Maximum force ... 4.9 eV/A
Lowest unoccupied orbital energy ... -0.326 eV
Relative energy (zero: lowest compared OMol25 entry of this formula, charge and spin) ... 118.4 kJ/mol

Positions of all 13 atoms, in Å:
1 Br 4.248202 0.669531 0.932026
2 Br 1.155591 -2.296142 -1.994295
3 Br 2.296325 -1.829460 1.587574
4 Br 2.848457 1.451374 -1.886845
5 C -0.168429 0.200856 1.022583
6 C 2.122560 0.022870 -0.798056
7 C 2.682438 -0.255140 0.373661
8 C 0.797798 -0.606735 -1.142224
9 C -0.173443 -0.644361 -0.057326
10 H -0.998875 0.348320 1.727398
11 H 0.266067 -0.161619 -1.953848
12 H 0.665134 0.712707 1.246655
13 H -0.846233 -1.511295 -0.182326

Atomic forces in eV per Å
Br -0.4 -0.4 0.2
Br 0.1 -1.1 -0.1
Br 0.4 1.7 -1.4
Br -0.8 -0.9 0.3
C -3.2 -3.0 -2.2
C -0.6 0.6 0.4
C 1.6 -1.0 0.9
C 1.3 0.4 -0.6
C -1.1 0.2 3.0
H 0.3 -0.7 -0.4
H 0.2 1.0 -0.6
H 2.6 2.3 0.4
H -0.4 1.1 0.1


The molecule C5H8O2. Source: the Open Molecules 2025 dataset; level of theory: wB97M-V/def2-TZVPD.

Summary:
SMILES string ... CC(=O)C1(O)CC1
2S+1 ... 1
Maximum force ... 0.4 eV/A
Lowest unoccupied orbital energy ... 0.739 eV
Relative energy (zero: lowest compared OMol25 entry of this formula, charge and spin) ... 106.3 kJ/mol

Positions of all 15 atoms, in Å:
1 O 1.467112 1.078336 -0.564901
2 O -1.031461 -0.702630 1.273829
3 C -1.370528 0.960988 -0.529369
4 C -0.982299 -0.310762 -1.210655
5 C 1.778020 -0.218382 1.415980
6 C -0.482569 -0.019542 0.184824
7 C 0.971870 0.352282 0.275142
8 H -0.904027 1.882303 -0.862813
9 H -2.382736 1.034895 -0.145754
10 H -1.738474 -1.085525 -1.308669
11 H -0.242187 -0.263816 -2.003943
12 H -1.053084 -1.644465 1.065016
13 H 1.433018 0.196365 2.368665
14 H 2.828738 0.031533 1.258448
15 H 1.654742 -1.304594 1.480171

Atomic forces in eV per Å
O -0.2 -0.3 0.3
O 0.0 -0.2 0.0
C -0.1 0.2 0.0
C 0.0 -0.1 -0.2
C 0.1 0.0 0.0
C 0.1 0.2 -0.2
C 0.1 0.1 -0.2
H -0.1 -0.2 0.0
H 0.2 0.0 0.0
H 0.1 0.1 0.1
H -0.1 0.0 0.1
H 0.0 0.1 0.1
H 0.0 -0.1 -0.1
H -0.2 0.0 0.0
H 0.0 0.1 0.0


A structure of composition C5H8N4 in a non-equilibrium geometry. Source: the Open Molecules 2025 dataset; level of theory: wB97M-V/def2-TZVPD.

Summary:
2S+1 ... 1
Maximum force ... 5.7 eV/A
Lowest unoccupied orbital energy (alpha / beta) ... 0.469 / 0.469 eV
Relative energy (zero: lowest compared OMol25 entry of this formula, charge and spin) ... 458.3 kJ/mol

Positions of all 17 atoms, in Å:
1 N -2.264921 -1.591274 -1.459646
2 N -0.735804 -1.166396 1.731776
3 N 0.473065 1.295790 1.827138
4 N 0.991066 -0.747111 -1.563572
5 C 0.667371 -0.943647 -0.272957
6 C -0.506465 -0.734675 0.424288
7 C -1.425653 -1.321643 -0.707744
8 C 0.361439 0.984552 0.627030
9 C 0.444203 1.928044 -0.527390
10 H 0.405560 -1.076720 -2.329107
11 H -0.256422 1.647826 -1.315191
12 H -1.691541 -1.064380 2.048028
13 H -0.332602 -2.063505 1.964689
14 H 0.196553 2.931275 -0.178084
15 H 1.451826 1.929382 -0.943241
16 H 0.277452 0.493863 2.448681
17 H 1.944873 -0.501379 -1.774699

Atomic forces in eV per Å
N 1.0 -0.2 -0.2
N 0.2 -0.1 0.5
N 0.0 -0.7 -0.7
N -1.3 -0.7 1.0
C 5.1 2.1 1.6
C -1.1 -2.2 -4.3
C -2.8 1.8 2.1
C -0.9 0.2 0.7
C -0.1 -0.2 -0.2
H -0.3 0.7 -0.1
H 0.1 -0.1 0.0
H 0.1 -0.1 -0.2
H -0.1 0.1 -0.1
H 0.1 -0.1 0.1
H -0.1 0.0 0.0
H 0.0 0.2 -0.2
H 0.0 -0.8 0.0


The molecule C2H5NOS in a non-equilibrium geometry. Source: the Open Molecules 2025 dataset; level of theory: wB97M-V/def2-TZVPD.

Summary:
SMILES string ... CSNC=O
2S+1 ... 1
Maximum force ... 2.6 eV/A
Lowest unoccupied orbital energy ... 0.743 eV
Relative energy (zero: lowest compared OMol25 entry of this formula, charge and spin) ... 107.6 kJ/mol

Positions of all 10 atoms, in Å:
1 S 0.878579 -0.401413 -0.498676
2 O -1.814781 0.884566 -0.408081
3 N -0.476299 -0.861355 0.371321
4 C 1.767964 0.763706 0.481261
5 C -1.622413 -0.058356 0.316179
6 H -0.577286 -1.799199 0.763762
7 H -2.271508 -0.214669 1.158860
8 H 2.417580 1.290567 -0.222070
9 H 2.333427 0.300172 1.297719
10 H 1.019560 1.566582 0.861313

Atomic forces in eV per Å
S 0.3 -1.1 -1.6
O 0.4 -0.4 -0.1
N -0.9 0.5 0.1
C -1.4 1.7 1.4
C 0.8 0.7 0.2
H 0.3 0.7 0.0
H -0.8 -0.8 0.5
H 0.1 -0.2 0.1
H -0.1 0.3 -0.2
H 1.4 -1.3 -0.4